Entry from OMol25: a structure of composition C35H20AsCl2F5IN2Tc (ωB97M-V/def2-TZVPD).

Geometry as XYZ:
```
67
C35H20AsCl2F5IN2Tc ωB97M-V/def2-TZVPD
Tc 0.592 0.031 0.117
F 0.297 -2.722 1.388
C -0.508 -2.715 0.312
C -0.549 -1.586 -0.495
C -1.368 -1.667 -1.605
F -1.439 -0.622 -2.460
C -2.124 -2.784 -1.907
F -2.895 -2.814 -2.991
C -2.066 -3.884 -1.067
F -2.780 -4.966 -1.341
C -1.248 -3.856 0.053
F -1.178 -4.916 0.850
Cl -1.685 0.445 4.301
C -0.089 1.067 4.116
C 0.528 1.732 5.159
C 1.803 2.264 5.002
C 2.478 2.136 3.795
C 1.837 1.465 2.780
Cl 2.604 1.242 1.217
C 0.558 0.903 2.879
N -0.009 0.273 1.813
H 0.003 1.836 6.098
H 2.274 2.781 5.826
H 3.470 2.542 3.656
I 4.065 3.012 -3.829
C 3.068 1.246 -3.382
C 3.102 0.158 -4.242
C 2.436 -0.998 -3.871
C 1.764 -1.034 -2.664
N 1.723 0.019 -1.835
C 2.365 1.139 -2.197
H 3.642 0.211 -5.178
H 2.441 -1.870 -4.508
H 1.240 -1.922 -2.340
H 2.305 1.980 -1.518
C -5.489 1.030 -0.185
C -5.050 1.901 -1.175
C -3.695 2.148 -1.330
C -2.791 1.512 -0.485
C -3.220 0.641 0.510
C -4.580 0.405 0.656
As -0.920 1.842 -0.686
C -0.524 2.630 -2.391
C -0.669 2.082 -3.656
C -0.251 2.817 -4.758
C 0.308 4.077 -4.585
C 0.452 4.621 -3.318
C 0.034 3.902 -2.205
C 0.106 4.372 -0.801
C 0.603 5.598 -0.375
C 0.570 5.921 0.974
C 0.036 5.040 1.908
C -0.454 3.807 1.499
C -0.408 3.487 0.153
H -6.547 0.839 -0.071
H -5.763 2.387 -1.827
H -3.347 2.820 -2.104
H -2.504 0.161 1.167
H -4.927 -0.270 1.427
H -1.106 1.102 -3.790
H -0.369 2.409 -5.753
H 0.631 4.643 -5.448
H 0.885 5.606 -3.203
H 1.007 6.307 -1.086
H 0.954 6.879 1.300
H 0.000 5.314 2.954
H -0.879 3.118 2.219
```

Output
E: -149362.611 eV
highest occupied orbital energy (spin up / spin down): -10.46 / -11.35 eV
charge: +1
2S+1: 4
Kohn-Sham gap (spin up / spin down): 6.7 / 7.2 eV
molecular weight: 934.3 g mol⁻¹
relative energy (zero: lowest compared OMol25 entry of this formula, charge and spin): 0.0 kcal/mol
<S²>: 3.785